No. 1
The following is a quantum chemistry calculation of 2 unconnected molecules or ions with the total composition C6H11NO in a non-equilibrium geometry, from OMol25.

orbital gap (spin up / spin down)	1.9 / 8.6	eV
<S²>	0.75
relative energy (zero: lowest compared OMol25 entry of this formula, charge and spin)	15.2	kcal/mol
LUMO (spin up / spin down)	0.1186 / 0.1161	Eh
F_max	1.66	eV Å⁻¹
E_HOMO (spin up / spin down)	1.3 / -5.4	eV

Structure (ORCA input):
```
! wB97M-V def2-TZVPD RIJCOSX def2/J DEFGRID3
* xyz -1 2
O 0.641 2.398 5.507
N -0.893 -1.574 0.505
C -0.114 -0.994 -1.528
C 0.401 -1.112 -2.957
C -0.513 -2.038 -0.745
C -0.802 -0.210 0.479
C -0.327 0.188 -0.731
C 0.219 1.547 -1.040
H -0.382 2.306 -1.541
H 1.384 1.805 5.735
H 0.702 1.958 -0.143
H -0.521 -1.085 -3.542
H 1.030 -0.270 -3.238
H -1.467 -2.092 1.139
H -0.378 -3.109 -0.807
H 1.099 1.427 -1.686
H 0.133 2.559 6.310
H 0.917 -2.062 -3.055
H -1.129 0.358 1.338
*
```

No. 2
The following is a quantum chemistry calculation of a single C6H11NO molecule in a non-equilibrium geometry, from OMol25.

orbital gap (spin up / spin down)	9.5 / 7.2	eV
relative energy (zero: lowest compared OMol25 entry of this formula, charge and spin)	123.3	kcal/mol
LUMO (spin up / spin down)	0.0109 / -0.0145	Eh
F_max	1.93	eV Å⁻¹
E_HOMO (spin up / spin down)	-9.2 / -7.6	eV

Structure (ORCA input):
```
! wB97M-V def2-TZVPD RIJCOSX def2/J DEFGRID3
* xyz 0 1
O -2.198 0.507 -0.755
N 2.650 -0.283 -0.611
C 1.752 0.451 0.120
C 0.247 -1.135 -1.026
C -0.772 -1.382 0.039
C -1.203 0.899 1.328
C -1.050 0.163 0.016
C 0.273 0.277 -0.802
H -2.146 0.612 1.795
H 1.989 1.510 0.324
H -0.390 0.672 2.015
H -0.310 -1.723 0.979
H -2.104 0.140 -1.643
H 3.590 0.102 -0.490
H 0.752 -1.780 -1.725
H 1.395 0.010 1.063
H -1.224 1.975 1.148
H 0.369 1.021 -1.590
H -1.619 -2.034 -0.184
*
```

No. 3
The following is a quantum chemistry calculation of a single C6H11NO molecule in a non-equilibrium geometry, from OMol25.

orbital gap	3.8	eV
relative energy (zero: lowest compared OMol25 entry of this formula, charge and spin)	149.7	kcal/mol
LUMO	-0.1150	Eh
F_max	2.19	eV Å⁻¹
E_HOMO	-7.0	eV

Structure (ORCA input):
```
! wB97M-V def2-TZVPD RIJCOSX def2/J DEFGRID3
* xyz 0 1
O 2.180 0.580 1.317
N 2.111 0.120 -1.031
C -3.971 0.298 0.171
C 2.748 -0.099 0.317
C 0.736 -0.413 -1.108
C -2.599 0.383 0.257
C -1.595 -0.573 -0.064
C -0.154 -0.293 0.157
H 3.814 0.168 0.113
H -2.256 1.326 0.672
H 2.086 1.132 -1.114
H -4.581 1.145 0.500
H -0.058 0.738 0.508
H 0.212 0.048 -1.947
H 0.852 -1.451 -1.397
H -4.431 -0.639 -0.232
H 0.316 -0.950 0.994
H 2.769 -1.204 0.475
H -1.925 -1.606 -0.279
*
```

No. 4
The following is a quantum chemistry calculation of 2 unconnected molecules or ions with the total composition C6H11NO in a non-equilibrium geometry, from OMol25.

orbital gap	9.6	eV
relative energy (zero: lowest compared OMol25 entry of this formula, charge and spin)	79.0	kcal/mol
LUMO	0.0297	Eh
F_max	1.20	eV Å⁻¹
E_HOMO	-8.8	eV

Structure (ORCA input):
```
! wB97M-V def2-TZVPD RIJCOSX def2/J DEFGRID3
* xyz 0 1
O -1.623 -2.392 -0.620
N 1.934 0.044 -0.367
C 0.803 0.332 -0.861
C -2.453 -1.600 0.215
C 2.813 1.103 -0.135
C 3.175 2.007 -1.050
C -1.638 -0.986 1.321
C -1.486 0.326 1.487
H 2.904 1.949 -2.095
H -2.951 -0.792 -0.332
H -1.209 -1.654 2.060
H 3.843 2.800 -0.742
H -3.203 -2.238 0.692
H 0.273 -0.440 -1.418
H -0.921 0.647 2.353
H -2.128 -2.691 -1.378
H 0.337 1.316 -0.740
H -1.726 1.089 0.757
H 3.256 1.180 0.854
*
```